{
  "formula": "C23H38Br24NO3P",
  "method": "the ωB97M-V functional and the def2-TZVPD basis",
  "energy_ha": -63297.1003,
  "e_lumo_ha": -0.0120,
  "homo_ev": -7.97,
  "largest_force_ev_per_a": 4.9,
  "elements": ["C", "C", "N", "C", "C", "C", "O", "C", "O", "C", "P", "C", "C", "C", "C", "C", "C", "C", "C", "O", "H", "H", "H", "H", "H", "H", "H", "H", "H", "H", "H", "H", "H", "H", "H", "H", "H", "H", "H", "H", "H", "H", "H", "H", "H", "H", "H", "H", "H", "H", "C", "Br", "Br", "Br", "H", "C", "Br", "Br", "Br", "H", "C", "Br", "Br", "Br", "H", "C", "Br", "Br", "Br", "H", "C", "Br", "Br", "Br", "H", "C", "Br", "Br", "Br", "H", "C", "Br", "Br", "Br", "H", "C", "Br", "Br", "Br", "H"],
  "positions_angstrom": [[-2.47, -5.57, -0.06], [-1.15, -4.63, 0.13], [-0.93, -3.72, -1.02], [-0.55, -2.34, -0.61], [0.75, -2.47, 0.32], [1.94, -3.36, -0.36], [-0.12, -1.38, -1.61], [-0.55, -0.04, -1.26], [-0.40, 0.97, -1.98], [-1.26, -0.18, 0.18], [-2.37, 1.23, 0.80], [-3.14, 0.77, 2.48], [-1.15, 2.64, 1.24], [-0.16, 2.20, 2.44], [-1.87, -1.64, -0.04], [-2.94, -1.89, -1.21], [-4.09, -0.78, -1.35], [-5.19, -0.93, -0.18], [-6.69, -0.55, -0.69], [-7.42, -0.15, 0.53], [-3.35, -5.01, -0.52], [-2.80, -5.83, 1.02], [-2.27, -6.50, -0.68], [-0.27, -5.36, 0.23], [-1.33, -4.08, 1.13], [-0.30, -4.11, -1.73], [1.21, -1.42, 0.43], [0.56, -2.85, 1.38], [2.97, -3.09, 0.05], [1.88, -3.15, -1.49], [1.67, -4.45, -0.21], [-0.34, -0.07, 0.88], [-3.77, -0.18, 2.46], [-3.85, 1.64, 2.75], [-2.40, 0.66, 3.33], [-1.78, 3.53, 1.61], [-0.56, 2.92, 0.30], [-0.34, 1.13, 2.82], [-0.24, 2.91, 3.35], [0.92, 2.22, 2.07], [-2.33, -2.18, 0.87], [-3.48, -2.88, -0.94], [-2.50, -2.06, -2.24], [-4.65, -1.02, -2.34], [-3.70, 0.29, -1.49], [-5.21, -2.03, 0.14], [-4.93, -0.20, 0.65], [-7.21, -1.47, -1.13], [-6.57, 0.31, -1.43], [-7.00, -0.71, 1.22], [3.11, 4.83, 3.22], [1.94, 4.70, 4.76], [4.33, 3.32, 3.12], [2.11, 5.06, 1.58], [3.72, 5.72, 3.36], [1.25, -5.67, -4.57], [3.04, -4.94, -4.43], [0.63, -6.39, -2.87], [0.00, -4.39, -5.31], [1.30, -6.51, -5.27], [2.98, 6.89, -2.50], [1.69, 5.52, -2.03], [3.81, 7.68, -0.93], [4.30, 6.23, -3.76], [2.43, 7.69, -3.00], [3.20, 0.41, -2.38], [2.79, 2.15, -3.12], [4.91, -0.26, -3.00], [3.08, 0.40, -0.44], [2.44, -0.28, -2.75], [2.36, 8.65, -6.84], [2.11, 9.50, -5.11], [4.13, 8.99, -7.56], [1.95, 6.76, -6.78], [1.64, 9.11, -7.52], [3.00, 3.18, 8.41], [4.89, 2.79, 8.24], [1.98, 1.59, 8.86], [2.67, 4.63, 9.66], [2.65, 3.52, 7.44], [-1.70, 0.18, 9.27], [-3.08, -0.87, 10.14], [-1.05, -0.68, 7.65], [-2.27, 2.00, 8.94], [-0.86, 0.23, 9.96], [6.15, -5.43, -6.99], [6.64, -4.81, -5.22], [4.85, -6.86, -6.92], [5.55, -3.97, -8.13], [7.05, -5.84, -7.45]]
}


{
  "formula": "C3H7NS",
  "method": "the ωB97M-V functional and the def2-TZVPD basis",
  "energy_ha": -571.4199,
  "e_lumo_ha": 0.0178,
  "homo_ev": -8.50,
  "largest_force_ev_per_a": 2.8,
  "smiles": "CCNC=S",
  "elements": ["C", "C", "C", "H", "H", "H", "H", "H", "H", "H", "N", "S"],
  "positions_angstrom": [[-1.32, 0.71, -0.23], [-0.61, -0.63, 0.18], [1.78, 0.02, 0.30], [-1.13, 0.91, -1.27], [-1.08, 1.66, 0.32], [-2.37, 0.44, -0.01], [-1.25, -1.45, -0.11], [-0.54, -0.67, 1.23], [0.89, -0.91, -1.22], [1.46, 0.61, 1.19], [0.81, -0.82, -0.25], [3.38, 0.12, -0.12]]
}


{
  "formula": "C40H34BrCsF6N3O2P2",
  "method": "the ωB97M-V functional and the def2-TZVPD basis",
  "energy_ha": -5735.7440,
  "e_lumo_ha": [-0.0175, -0.0992],
  "homo_ev": [-8.09, -8.09],
  "largest_force_ev_per_a": 0.6,
  "multiplicity": 2,
  "elements": ["Cs", "Br", "C", "C", "C", "C", "O", "C", "C", "N", "C", "C", "C", "C", "C", "C", "C", "C", "N", "C", "C", "H", "H", "H", "H", "H", "H", "H", "H", "H", "H", "C", "C", "C", "C", "C", "O", "C", "N", "C", "C", "C", "C", "C", "C", "P", "C", "C", "C", "C", "C", "C", "C", "C", "C", "C", "C", "C", "H", "H", "H", "H", "H", "H", "H", "H", "H", "H", "H", "H", "H", "H", "H", "H", "H", "H", "H", "H", "H", "H", "H", "H", "F", "P", "F", "F", "F", "F", "F"],
  "positions_angstrom": [[-0.26, 0.92, -0.19], [3.38, 4.96, 2.06], [3.33, 3.74, 0.66], [4.27, 2.70, 0.62], [4.22, 1.79, -0.39], [3.20, 1.86, -1.41], [3.10, 0.97, -2.28], [2.25, 2.98, -1.36], [1.19, 2.95, -2.39], [0.15, 3.66, -2.54], [-0.13, 4.85, -1.85], [0.47, 6.02, -2.22], [0.13, 7.24, -1.59], [-0.82, 7.28, -0.61], [-1.47, 6.08, -0.22], [-2.45, 6.05, 0.81], [-3.02, 4.87, 1.16], [-2.64, 3.70, 0.46], [-1.75, 3.69, -0.50], [-1.15, 4.86, -0.84], [2.33, 3.88, -0.32], [5.01, 2.63, 1.40], [4.90, 0.95, -0.45], [1.31, 2.13, -3.09], [1.22, 6.01, -3.00], [0.63, 8.15, -1.90], [-1.08, 8.21, -0.12], [-2.71, 6.97, 1.31], [-3.75, 4.80, 1.95], [-3.08, 2.75, 0.72], [1.63, 4.70, -0.24], [-4.29, -0.25, 0.44], [-3.93, -0.38, -1.03], [-5.14, -0.19, -1.93], [-3.21, -1.70, -1.36], [-3.97, -2.98, -0.98], [-3.25, -3.48, 0.16], [-2.10, -2.77, 0.23], [-1.96, -1.80, -0.58], [-1.17, -3.19, 1.30], [-1.75, -3.75, 2.43], [-0.98, -4.16, 3.51], [0.39, -4.04, 3.43], [0.98, -3.51, 2.29], [0.23, -3.06, 1.22], [1.06, -2.31, -0.26], [2.80, -2.18, 0.29], [3.85, -2.87, -0.31], [5.16, -2.61, 0.07], [5.44, -1.67, 1.05], [4.39, -0.98, 1.65], [3.08, -1.22, 1.26], [1.10, -3.72, -1.41], [1.31, -3.41, -2.76], [1.40, -4.41, -3.72], [1.25, -5.74, -3.35], [1.02, -6.06, -2.02], [0.95, -5.06, -1.05], [-4.77, 0.71, 0.63], [-3.41, -0.32, 1.09], [-4.99, -1.03, 0.74], [-3.20, 0.40, -1.30], [-5.91, -0.94, -1.73], [-4.88, -0.28, -2.99], [-5.60, 0.78, -1.78], [-2.97, -1.69, -2.42], [-3.91, -3.74, -1.76], [-5.00, -2.83, -0.69], [-2.83, -3.84, 2.47], [-1.45, -4.56, 4.39], [1.02, -4.36, 4.25], [2.06, -3.44, 2.26], [3.65, -3.61, -1.07], [5.97, -3.15, -0.40], [6.46, -1.48, 1.35], [4.59, -0.25, 2.43], [2.28, -0.67, 1.75], [1.41, -2.37, -3.05], [1.57, -4.14, -4.75], [1.31, -6.52, -4.09], [0.91, -7.09, -1.72], [0.78, -5.33, -0.02], [-1.22, -0.11, 2.21], [-0.60, 0.70, 3.50], [0.66, -0.32, 3.47], [0.21, 1.64, 2.40], [0.05, 1.52, 4.70], [-1.84, 1.72, 3.42], [-1.39, -0.27, 4.49]]
}


{
  "formula": "C9H15O2",
  "method": "the ωB97M-V functional and the def2-TZVPD basis",
  "energy_ha": -502.0542,
  "charge": 1,
  "e_lumo_ha": -0.1415,
  "homo_ev": -14.06,
  "largest_force_ev_per_a": 5.1,
  "elements": ["C", "C", "C", "C", "C", "C", "C", "C", "C", "O", "O", "H", "H", "H", "H", "H", "H", "H", "H", "H", "H", "H", "H", "H", "H", "H"],
  "positions_angstrom": [[-1.02, 0.38, 1.21], [-1.44, -1.04, 0.83], [-0.05, -0.83, -2.45], [0.47, 0.39, -1.74], [-1.15, -1.45, -1.60], [0.77, -0.19, -0.38], [0.51, 0.54, 0.94], [0.67, 2.01, 0.80], [1.18, -0.06, 2.17], [-1.60, 1.25, 1.77], [-0.57, -1.45, -0.21], [-1.38, -1.78, 1.62], [-2.42, -1.18, 0.56], [-0.32, -0.57, -3.54], [0.87, -1.47, -2.46], [1.26, 0.81, -2.36], [-0.21, 1.17, -1.49], [-1.93, -0.72, -1.48], [-1.42, -2.39, -2.03], [1.61, -0.80, -0.19], [0.58, 2.60, 1.78], [-0.05, 2.62, 0.25], [1.61, 2.41, 0.52], [0.97, -1.05, 2.32], [0.78, 0.64, 2.99], [2.29, 0.15, 2.16]]
}